1.
C26H36As2BeN7O8PS2 | wB97M-V/def2-TZVPD

```
83
Properties=species:S:1:pos:R:3
As 0.563 1.221 -0.041
As 4.553 2.002 0.107
S -0.924 -0.613 -4.695
S -4.991 1.008 0.057
P -1.365 -2.466 0.297
O 3.336 1.334 -3.147
O 4.167 -0.507 1.421
O 3.966 4.415 2.575
O -0.422 2.229 2.450
O 1.061 3.830 3.006
O 2.144 -1.163 0.732
O 1.248 2.135 -3.007
O 3.829 2.361 3.393
N -2.101 -4.271 2.237
N -3.120 0.521 1.973
N -2.574 0.273 -0.285
N -3.210 -4.507 0.092
N 1.031 -1.325 -2.983
N -0.888 -5.171 0.331
N -0.992 -0.463 -2.143
C 1.410 2.674 -4.333
C 2.130 0.958 -1.152
C 3.544 5.363 1.588
C 3.230 -0.357 0.689
C 2.942 2.558 1.280
C 2.227 -2.180 1.751
C -1.322 2.726 3.468
C -3.355 -4.561 1.545
C -2.169 -5.450 -0.313
C -0.295 -3.944 -0.143
C -2.366 -0.021 -3.952
C 0.766 2.885 2.333
C -4.438 0.746 -1.559
C -1.065 -5.199 1.782
C -1.706 -2.891 2.096
C -2.229 -0.007 -2.613
C 2.333 1.516 -2.507
C 3.569 3.161 2.537
C 4.310 3.421 -1.232
C -0.197 -0.817 -3.136
C 1.627 2.287 1.271
C -3.433 0.578 0.669
C -3.144 0.371 -1.553
C 3.218 0.659 -0.410
C -0.383 2.735 -0.833
C -2.972 -3.169 -0.390
Be -1.029 -0.430 -0.430
H 0.309 3.538 -1.073
H -0.211 -3.977 -1.233
H -4.119 -3.849 1.864
H -1.354 -6.209 2.070
H -3.214 0.282 -4.543
H -2.485 -6.453 -0.026
H 3.886 6.328 1.948
H 4.000 5.158 0.622
H 2.459 5.376 1.504
H -2.145 0.531 2.230
H 4.896 4.279 -0.905
H 1.485 -1.296 -2.082
H -0.907 3.620 3.924
H 4.736 3.075 -2.172
H -2.915 -3.172 -1.482
H -1.104 3.095 -0.098
H -0.809 -2.698 2.688
H -0.124 -4.950 2.275
H -3.803 -2.521 -0.096
H 0.527 3.275 -4.526
H -2.052 -5.417 -1.398
H 3.275 3.725 -1.383
H -1.444 1.958 4.230
H -5.098 0.884 -2.400
H 2.135 -1.734 2.741
H 0.709 -3.822 0.268
H -3.676 -5.565 1.824
H 1.608 -1.499 -3.789
H -2.272 2.962 2.994
H 2.308 3.285 -4.388
H 1.409 -2.867 1.561
H 3.185 -2.691 1.691
H -3.784 0.818 2.669
H -0.915 2.445 -1.736
H 1.497 1.869 -5.062
H -2.503 -2.240 2.463
```

For the frontier orbital gap, the calculation gives 7.203 eV. The value obtained for the highest occupied orbital energy is -13.6 eV. Its charge is +2. For the relative energy (zero: lowest compared OMol25 entry of this formula, charge and spin), the calculation gives 0.0 kJ/mol. As for the lowest unoccupied orbital energy: -6.356 eV.

=====

2.
C26H36BCl3CoF2N2Si | wB97M-V/def2-TZVPD

```
72
Properties=species:S:1:pos:R:3
Co -0.469 0.559 -1.403
Cl 0.721 4.225 -2.011
Cl 2.952 1.919 -2.367
Cl 1.898 2.750 0.547
Si 1.097 2.230 -1.347
F -2.046 1.252 -3.977
F -2.937 -0.493 -3.055
N 0.588 -1.227 -0.976
N -1.241 0.316 0.557
C 1.759 -1.822 -1.428
C -2.249 1.947 3.710
C -3.371 2.645 3.307
C -3.700 2.656 1.964
C 3.035 -2.239 1.887
C -4.817 1.534 -0.627
C 2.894 -1.856 -0.580
C -0.562 -2.847 -3.298
C -3.229 3.465 -0.938
C 2.928 -1.188 0.776
C 0.704 -0.912 -4.334
C 4.083 -0.184 0.849
C 1.872 -2.382 -2.721
C -1.479 1.213 2.822
C -2.972 1.936 1.036
C 0.794 -2.333 -3.780
C 4.057 -2.477 -1.002
C 0.071 -1.644 0.180
C 4.140 -3.084 -2.237
C -0.184 0.624 3.352
C -0.441 -0.459 4.409
C 0.707 1.731 3.927
C -0.846 -0.905 0.920
C -1.882 1.133 1.460
C 3.053 -3.011 -3.082
C -3.389 2.036 -0.410
B -1.936 0.412 -2.921
H 0.084 -0.876 -5.229
H 1.694 -0.529 -4.577
H 0.379 0.174 2.528
H -1.249 -1.353 1.828
H 5.033 -3.608 -2.540
H -4.941 0.540 -0.202
H 0.919 2.469 3.159
H -5.028 1.471 -1.693
H -0.953 -2.216 -2.503
H 4.007 0.519 0.023
H -1.953 1.999 4.747
H -3.842 4.170 -0.379
H 1.652 1.307 4.262
H 0.503 -0.884 4.752
H 4.015 0.370 1.784
H -2.721 1.404 -1.014
H 2.174 -2.905 1.882
H 0.265 -0.251 -3.578
H -5.547 2.200 -0.168
H 0.388 -2.613 0.566
H 2.007 -0.619 0.924
H -4.541 3.248 1.628
H -0.967 -0.051 5.273
H -3.529 3.504 -1.984
H 3.928 -2.850 1.767
H 5.056 -0.670 0.803
H 0.248 2.233 4.776
H 3.084 -1.750 2.857
H 1.127 -2.990 -4.598
H -3.968 3.191 4.025
H -1.046 -1.267 3.998
H 3.128 -3.453 -4.065
H 4.921 -2.498 -0.353
H -0.464 -3.864 -2.920
H -2.192 3.784 -0.871
H -1.274 -2.853 -4.121
```

For the frontier orbital gap (alpha / beta), the calculation gives 6.611 / 7.277 eV. As for the spin multiplicity: 5. As for the expectation value of S²: 6.03. The value obtained for the highest occupied orbital energy (alpha / beta) is -3.9 / -5.6 eV. Its charge is -1. For the relative energy (zero: lowest compared OMol25 entry of this formula, charge and spin), the calculation gives 45.5 kJ/mol. As for the lowest unoccupied orbital energy (alpha / beta): 2.674 / 1.726 eV.

=====

3.
C26H36BN6O5 | wB97M-V/def2-TZVPD

```
74
Properties=species:S:1:pos:R:3
O 3.252 -3.364 2.772
O 4.045 -1.841 4.206
O -1.752 0.319 2.831
O 2.025 1.114 2.182
O 3.638 -0.424 1.393
N -0.133 -5.032 0.545
N -4.603 -0.086 0.965
N -0.616 1.713 0.321
N -3.496 1.444 -5.244
N 7.220 0.899 -1.074
N 0.922 -2.134 2.593
C 6.877 1.873 -1.975
C 6.292 0.846 -0.071
C 5.716 2.453 -1.539
C -2.327 -5.280 0.374
C -4.681 2.028 -5.598
C -0.274 -1.387 2.189
C -2.456 2.251 -5.613
C -2.980 3.367 -6.206
C -1.309 -4.964 1.234
C 5.346 1.801 -0.330
C -5.749 0.040 1.696
C -1.735 -5.558 -0.889
C -4.395 3.225 -6.198
C -0.380 -5.396 -0.748
C 3.978 1.853 3.508
C 2.481 1.912 3.271
C -1.707 1.597 -0.493
C -4.913 -0.465 -0.311
C 0.444 2.184 -0.395
C 3.224 -2.290 3.412
C -6.808 -0.254 0.878
C -6.276 -0.576 -0.400
C -1.336 1.992 -1.753
C -0.782 -0.352 3.134
C 0.034 2.368 -1.690
C 2.027 -1.332 3.165
B 2.566 -0.183 2.218
H 1.790 -0.938 4.145
H 0.645 2.731 -2.500
H 1.976 1.653 4.201
H -1.438 1.962 -5.419
H -0.596 1.488 1.302
H -5.713 0.328 2.732
H -7.847 -0.242 1.163
H 1.394 2.350 0.081
H -2.415 4.194 -6.602
H 0.775 -4.841 0.937
H -6.829 -0.857 -1.280
H 2.205 2.930 3.033
H -5.118 3.923 -6.586
H 6.380 0.137 0.735
H -2.649 1.248 -0.111
H 4.268 1.014 4.125
H -3.375 -5.309 0.620
H -1.316 -4.693 2.276
H -1.076 -2.119 2.107
H -2.244 -5.841 -1.796
H -3.673 0.074 1.317
H 4.482 2.009 0.279
H 0.424 -5.508 -1.455
H 4.268 2.745 4.056
H -4.141 -0.624 -1.044
H 8.029 0.312 -1.139
H 5.189 3.254 -2.031
H 4.543 1.865 2.591
H -0.200 -0.931 1.200
H -1.976 2.011 -2.621
H 7.484 2.066 -2.843
H 3.419 -0.160 0.494
H 1.301 -2.504 1.732
H -3.403 0.559 -4.780
H -0.321 -0.191 4.115
H -5.620 1.545 -5.392
```

For the frontier orbital gap, the calculation gives 7.205 eV. The value obtained for the highest occupied orbital energy is -4.9 eV. Its charge is -1. For the relative energy (zero: lowest compared OMol25 entry of this formula, charge and spin), the calculation gives 0.0 kJ/mol. As for the lowest unoccupied orbital energy: 2.336 eV.

=====

4.
C26H36BrF14N5O14P | wB97M-V/def2-TZVPD

```
97
Properties=species:S:1:pos:R:3
Br 1.805 2.361 -1.869
P 1.582 -2.134 3.617
F 0.913 7.612 4.825
F -8.029 -4.151 4.252
F -2.720 3.068 -2.651
F -5.651 -7.453 -4.004
F -1.464 4.180 -1.308
F -4.826 -6.021 -5.394
F 2.857 7.851 3.932
F 0.083 -2.001 -0.936
F -0.607 2.654 -2.572
F -3.843 -7.911 -5.081
F -7.484 -6.183 4.742
F -1.376 0.580 -0.094
F -8.693 -5.775 3.006
F 1.087 8.256 2.771
O -6.261 -5.703 1.808
O 7.925 0.862 0.210
O -1.464 -2.612 0.500
O 2.896 -2.667 4.297
O 0.884 -1.201 4.466
O -0.568 1.213 1.847
O 0.731 -3.425 3.257
O -0.238 4.767 -4.224
O -2.309 5.477 -3.730
O 2.538 5.388 2.843
O -5.486 -4.508 3.543
O 0.339 5.532 3.264
O -2.709 -6.828 -2.869
O -4.245 -5.194 -2.929
N -0.048 -0.921 1.154
N 2.100 -0.266 0.160
N 1.338 -0.817 1.114
N 3.353 -0.975 1.759
N 4.423 0.096 -0.085
C -2.435 6.044 -6.103
C -0.680 0.378 1.001
C -0.542 -1.910 0.211
C 3.381 -0.354 0.560
C -2.200 6.547 -4.695
C 1.580 5.992 3.224
C 3.645 2.206 -1.176
C 7.604 -1.402 -0.502
C -4.228 -4.353 2.873
C -3.688 -6.329 -3.333
C -1.262 4.687 -3.616
C 6.967 -0.016 -0.370
C -7.677 -5.330 3.730
C -3.591 -4.537 -1.835
C 0.567 3.180 3.869
C 4.126 0.742 -1.346
C -6.403 -5.209 2.884
C 2.145 -1.270 2.093
C 1.614 7.450 3.701
C 0.165 4.181 2.806
C -4.298 -3.272 1.814
C 4.502 3.187 -1.970
C -2.371 -3.772 -2.306
C 5.743 -0.033 0.567
C -4.511 -6.939 -4.474
C -1.524 3.638 -2.529
H 3.063 -3.562 3.963
H 3.950 4.107 -2.131
H -1.925 -3.219 -1.479
H 5.838 0.768 1.298
H -3.396 5.533 -6.169
H 0.021 3.364 4.795
H -1.234 7.042 -4.599
H 8.666 -1.316 -0.704
H -4.647 -2.334 2.248
H -2.426 6.873 -6.808
H 3.305 0.206 -1.818
H -3.510 -4.076 3.643
H 0.717 4.028 1.877
H 6.791 0.383 -1.363
H 7.166 -1.954 -1.334
H -1.617 -4.446 -2.714
H -4.324 -3.850 -1.416
H -5.000 -3.540 1.025
H -2.965 7.271 -4.425
H -0.893 4.074 2.576
H -1.668 5.330 -6.401
H 7.470 -2.003 0.395
H -3.905 -5.306 2.454
H -3.340 -5.259 -1.058
H 4.711 2.792 -2.960
H 5.771 -0.952 1.140
H 3.651 2.468 -0.123
H 0.364 2.173 3.539
H -2.642 -3.074 -3.100
H 4.931 0.726 -2.069
H 0.102 -3.251 2.546
H 1.629 3.257 4.103
H 8.099 0.578 1.111
H -3.323 -3.112 1.365
H 1.703 0.159 -0.677
H 5.405 3.462 -1.430
```

For the frontier orbital gap, the calculation gives 8.954 eV. The value obtained for the highest occupied orbital energy is -13.0 eV. Its charge is +1. For the relative energy (zero: lowest compared OMol25 entry of this formula, charge and spin), the calculation gives 117.5 kJ/mol. As for the lowest unoccupied orbital energy: -4.012 eV.

=====

5.
C26H36ClN2O2 | wB97M-V/def2-TZVPD

```
67
Properties=species:S:1:pos:R:3
Cl -0.467 6.424 4.536
O -1.194 -0.544 -2.348
O -0.366 -2.053 -0.878
N -2.188 -0.497 0.721
N -1.245 -0.142 2.644
C 0.847 2.545 -2.222
C 0.000 -0.428 -3.168
C 2.374 0.217 -3.355
C -0.510 4.655 2.502
C -0.764 3.416 1.953
C 1.230 0.008 -2.360
C -1.560 2.627 4.081
C 0.526 -1.480 3.715
C 2.672 -1.072 -4.114
C -0.466 -0.328 3.855
C 1.443 -1.549 -4.888
C -2.133 0.857 0.899
C -0.782 4.882 3.846
C -0.101 -2.837 4.036
C -1.490 -3.010 3.423
C 0.947 1.227 -1.456
C -1.222 -1.324 -1.304
C -1.634 -1.095 1.786
C -2.550 -1.122 -0.524
C -1.315 3.868 4.633
C 2.003 1.335 -0.356
C -1.553 1.093 2.111
C 1.727 -2.853 -5.627
C 0.274 -1.729 -3.917
C -1.280 2.382 2.737
C -1.546 -2.567 1.960
H 2.000 -3.638 -4.925
H -2.005 1.858 4.693
H -0.282 0.355 -3.877
H 2.980 -1.850 -3.412
H -0.625 -2.026 -4.461
H -3.023 -2.091 -0.352
H -0.180 -2.958 5.117
H -0.674 -2.946 1.418
H 1.358 -1.306 4.397
H -1.131 -0.504 4.705
H 0.561 -3.621 3.667
H 0.516 -2.514 -3.199
H 1.171 -0.782 -5.621
H 3.497 -0.904 -4.807
H -2.524 1.545 0.179
H -0.549 3.235 0.911
H 0.539 3.343 -1.549
H 1.505 -0.826 -1.704
H 0.118 2.481 -3.025
H 0.932 -1.475 2.702
H -3.218 -0.469 -1.084
H 2.107 0.997 -4.070
H 0.851 -3.178 -6.183
H -0.020 1.053 -0.962
H 3.268 0.538 -2.820
H 2.057 0.413 0.219
H -2.238 -2.459 3.995
H 1.763 2.150 0.324
H 1.809 2.820 -2.643
H -1.763 -4.063 3.474
H -0.103 5.448 1.896
H -2.425 -3.011 1.485
H 2.546 -2.720 -6.327
H -1.540 4.056 5.670
H 0.066 0.611 4.027
H 2.983 1.531 -0.781
```

For the frontier orbital gap, the calculation gives 9.397 eV. As for the SMILES: CC(C)[C@@H]1CC[C@@H](C)C[C@H]1OC(=O)Cn1cc(-c2ccc(Cl)cc2)[n+]2c1CCCCC2. The value obtained for the highest occupied orbital energy is -11.7 eV. Its charge is +1. For the relative energy (zero: lowest compared OMol25 entry of this formula, charge and spin), the calculation gives 17.6 kJ/mol. As for the lowest unoccupied orbital energy: -2.280 eV.

=====

6.
C26H36ClN3O2Tl | wB97M-V/def2-TZVPD

```
69
Properties=species:S:1:pos:R:3
Tl -1.053 -0.353 0.266
Cl 1.495 -0.654 -0.461
O 0.614 -3.625 -1.863
O -0.085 3.849 -1.622
N -0.257 2.413 0.094
N -0.466 0.189 3.536
N -0.537 -3.196 0.010
C -1.082 1.801 4.932
C 2.169 2.470 0.597
C -0.717 2.813 -1.048
C -0.510 -3.187 -1.288
C 0.333 1.667 4.989
C -0.689 2.523 -4.513
C -1.258 -1.373 -2.763
C -1.514 -0.222 -2.061
C -1.872 2.227 -1.792
C 0.605 4.006 1.763
C -0.419 0.031 -4.545
C 0.698 0.661 4.089
C -1.603 -2.713 -2.186
C 0.674 -3.914 0.473
C -0.612 -1.247 -4.018
C 0.896 3.277 0.462
C 1.549 -3.875 -0.783
C -0.185 -2.459 -4.775
C -1.556 0.869 4.008
C -1.414 1.042 -2.586
C 0.984 4.245 -0.720
C -0.829 1.182 -3.874
C 2.009 0.098 3.735
C -2.914 0.574 3.533
C 1.296 -3.236 1.669
C 0.326 -5.350 0.833
H 1.631 -2.234 1.382
H 2.194 -0.853 4.263
H 2.237 -3.024 -0.764
H -3.627 1.132 4.147
H 2.313 1.832 -0.281
H 1.922 4.170 -1.281
H 2.095 -0.089 2.653
H 2.064 -4.817 -1.002
H -2.605 1.913 -1.038
H -0.148 -5.857 -0.015
H -3.153 -0.496 3.616
H -0.358 -5.364 1.686
H -3.054 0.880 2.484
H 1.022 2.226 5.608
H -2.305 3.009 -2.427
H 3.018 3.160 0.698
H -1.752 -3.467 -2.967
H -0.046 2.446 -5.396
H -1.665 2.908 -4.841
H 0.357 -3.157 -4.126
H 1.244 -5.886 1.102
H 0.803 5.290 -0.439
H 0.386 3.286 2.557
H -0.259 4.666 1.628
H -1.703 2.489 5.490
H 0.574 -3.169 2.491
H 1.476 4.607 2.051
H 2.166 -3.815 2.002
H -0.508 -0.542 2.827
H 2.791 0.808 4.039
H -1.054 -2.985 -5.191
H -2.508 -2.643 -1.568
H 0.042 0.127 -5.530
H -0.260 3.259 -3.823
H 0.463 -2.169 -5.608
H 2.129 1.823 1.480
```

For the frontier orbital gap, the calculation gives 5.879 eV. The value obtained for the highest occupied orbital energy is -3.1 eV. Its charge is -1. As for the lowest unoccupied orbital energy: 2.763 eV.

=====

charge of number 2 (C26H36BCl3CoF2N2Si)? -1